1.
One molecule with the formula C16H19N5O in a non-equilibrium geometry, computed with ωB97M-V with the def2-TZVPD basis set.

Last column: natural (NBO) charge in e.
Positions of all 41 atoms, in Å:
C -4.6138 -0.7854 -1.1044  -0.6359
H -5.4728 -0.2545 -1.5052  0.2209
H -4.1574 -1.3578 -1.9090  0.2032
H -4.9631 -1.4772 -0.3419  0.2060
C -3.6195 0.2182 -0.5153  -0.2018
N -2.3817 -0.3496 -0.0035  -0.4789
C -1.4890 -0.8716 -1.0217  -0.3275
C -0.0993 -0.2368 -0.9593  0.6812
O 0.8430 -0.6318 -1.6038  -0.5892
N -0.0808 0.8413 -0.1230  -0.6501
C 0.9087 1.7936 -0.0094  0.3923
C 0.7374 3.1777 0.0910  -0.3245
C -0.4793 3.8585 0.1539  0.2784
N -1.4944 4.3930 0.2073  -0.3231
C 2.0544 3.6895 0.0997  0.0164
N 2.9300 2.7210 0.0145  -0.2487
N 2.2416 1.5700 -0.0375  -0.1926
C 2.9375 0.3467 -0.0308  0.2356
C 2.5254 -0.6904 0.7952  -0.2432
C 3.2358 -1.8759 0.8015  -0.1899
C 4.3594 -2.0204 0.0050  -0.2124
C 4.7814 -0.9715 -0.7947  -0.1958
C 4.0750 0.2163 -0.8145  -0.2205
H 4.3873 1.0452 -1.4295  0.2336
H 5.6612 -1.0809 -1.4106  0.2170
H 4.9082 -2.9501 0.0118  0.2145
H 2.9135 -2.6878 1.4365  0.2131
H 1.6607 -0.5671 1.4300  0.2180
H 2.3637 4.7132 0.1625  0.2214
H -1.0053 1.0632 0.2512  0.4519
H -1.8685 -0.6470 -2.0235  0.2340
H -1.3693 -1.9607 -0.9654  0.2197
C -2.5595 -1.2510 1.1243  -0.2093
C -1.2847 -1.3736 1.9517  -0.6156
H -0.4733 -1.7857 1.3564  0.2035
H -1.4604 -2.0355 2.7961  0.2192
H -0.9845 -0.4005 2.3328  0.2088
H -2.8696 -2.2563 0.7958  0.1697
H -3.3530 -0.8407 1.7530  0.2019
H -3.3499 0.9556 -1.2767  0.1983
H -4.0951 0.7569 0.3093  0.2004

Values from the calculation:
- total charge = 0
- SMILES = CCN(CC)CC(=O)Nc1c(C#N)cnn1-c1ccccc1
- energy (eV) = -26398.075
- gap between HOMO and LUMO (eV) = 9.55
- relative energy (zero: lowest compared OMol25 entry of this formula, charge and spin) (kJ/mol) = 141.6
- E_LUMO (eV) = 0.7

=====

2.
One molecule with the formula CH4NOPS2 in a non-equilibrium geometry, computed with ωB97M-V with the def2-TZVPD basis set.

Last column: natural (NBO) charge in e.
Positions of all 10 atoms, in Å:
C 1.6610 0.6124 -0.1310  0.5765
N 1.7018 -0.6745 -0.4953  -0.8289
O 2.6090 1.3393 -0.0811  -0.5797
P -1.4613 -0.1804 -0.4394  0.3015
S -0.0034 1.1844 0.4041  -0.1495
S -3.3004 0.6707 0.0421  -0.2401
H 2.6133 -1.0435 -0.7246  0.4082
H 0.8961 -1.2702 -0.5641  0.3979
H -1.4432 -1.0923 0.6288  -0.0315
H -3.2730 0.4541 1.3605  0.1457

Values from the calculation:
- total charge = 0
- SMILES = NC(=O)SPS
- energy (eV) = -35599.368
- gap between HOMO and LUMO (eV) = 9.60
- relative energy (zero: lowest compared OMol25 entry of this formula, charge and spin) (kJ/mol) = 1.0
- E_LUMO (eV) = 0.3

=====

3.
C6H8N2 as an isolated structure in a non-equilibrium geometry, computed with ωB97M-V with the def2-TZVPD basis set.

Last column: natural (NBO) charge in e.
Positions of all 16 atoms, in Å:
C 0.4631 2.1266 0.3919  -0.5008
C -0.1577 0.9527 0.0820  0.1492
C -1.5506 0.6656 -0.3774  -0.2163
C -1.8900 -0.6935 -0.2822  -0.1669
C -0.6733 -1.4747 0.3673  -0.2607
C 1.6587 -0.8750 -0.0001  0.2545
H 1.5473 2.0394 0.1299  0.2456
H -0.2908 2.8997 0.4550  0.2260
H -2.1842 1.5161 -0.6627  0.2253
H -2.8278 -1.0778 -0.4718  0.2119
H -0.7620 -1.7164 1.5032  0.2236
H -0.3619 -2.5295 -0.1509  0.2196
H 1.7851 -1.7923 0.6022  0.1691
H 2.1306 0.5757 -1.1219  0.2900
N 0.4112 -0.3374 -0.1154  -0.4693
N 2.7024 -0.2793 -0.3492  -0.6008

Values from the calculation:
- total charge = 0
- energy (eV) = -9327.177
- gap between HOMO and LUMO (eV) = 8.96
- relative energy (zero: lowest compared OMol25 entry of this formula, charge and spin) (kJ/mol) = 437.1
- E_LUMO (eV) = 0.4

=====

4.
C34H44GeN4SeTeW as an isolated structure in a non-equilibrium geometry, computed with ωB97M-V with the def2-TZVPD basis set.

Last column: Mulliken charge in e.
Positions of all 86 atoms, in Å:
W -0.4476 -0.1317 -0.5866  0.4430
C -2.1234 0.2739 0.8875  -0.0160
C -2.7223 0.1654 -0.4283  -1.1866
C -2.5965 -1.1919 -0.7954  -0.9829
C -1.8762 -1.8802 0.2010  -0.9398
C -1.6258 -0.9912 1.2626  0.0970
H -2.1630 1.1257 1.5403  0.2035
H -3.2844 0.9260 -0.9442  0.6814
H -2.9895 -1.6195 -1.7037  0.6690
H -1.6472 -2.9324 0.2357  1.0543
H -1.1716 -1.2432 2.2042  0.6858
C 1.8938 -0.5765 1.7941  -1.6251
N 1.4209 0.1411 0.5760  0.7244
C 2.3424 0.8404 -0.0138  -0.6008
C 2.1487 1.2731 -1.3380  -0.4128
C 2.9124 2.0281 -2.2151  -0.8901
C 2.1746 2.0887 -3.4022  -1.3552
C 1.0038 1.3730 -3.1863  -0.9316
N 0.9860 0.8335 -1.9335  2.4090
C 0.9731 -0.5667 2.9781  0.0336
C 0.5920 -1.7706 3.5622  -0.3011
C -0.2574 -1.7849 4.6604  -0.6730
C -0.7339 -0.5896 5.1818  -0.5811
C -0.3324 0.6173 4.6225  -0.7647
C 0.5285 0.6267 3.5339  -0.0292
H 2.8584 -0.1374 2.0583  0.6767
H 2.0862 -1.6115 1.5043  0.2301
H 3.2862 1.0340 0.4906  0.5643
H 3.8698 2.4798 -2.0092  0.6359
H 2.4448 2.5884 -4.3180  0.5137
H 0.1920 1.2654 -3.8910  0.4706
H 0.9585 -2.7071 3.1543  0.4162
H -0.5449 -2.7256 5.1109  0.4423
H -1.3962 -0.5979 6.0370  0.4206
H -0.6741 1.5497 5.0537  0.4959
H 0.8700 1.5666 3.1195  0.8145
Te -0.8375 2.7324 -0.7762  0.6330
C -2.4772 3.6223 0.2140  0.7357
C -3.2107 4.4735 -0.6102  -0.7836
C -4.2673 5.2074 -0.0873  -0.6845
C -4.5968 5.0909 1.2540  -0.5822
C -3.8613 4.2474 2.0762  -0.8726
C -2.8027 3.5141 1.5619  0.1647
C 0.6385 3.7538 0.3229  0.8170
C 0.7038 3.6592 1.7063  -0.4779
C 1.6452 4.4072 2.3984  -0.7502
C 2.5111 5.2456 1.7073  -0.6794
C 2.4361 5.3407 0.3249  -0.7117
C 1.4978 4.5928 -0.3746  -0.5244
H -2.9692 4.5779 -1.6609  0.3753
H -4.8288 5.8699 -0.7320  0.4361
H -5.4199 5.6613 1.6626  0.4200
H -4.1043 4.1653 3.1273  0.4572
H -2.2254 2.9135 2.2546  0.2749
H 0.0179 3.0239 2.2501  0.5176
H 1.6986 4.3469 3.4780  0.4864
H 3.2387 5.8336 2.2505  0.4323
H 3.1009 6.0060 -0.2099  0.4575
H 1.4408 4.6719 -1.4532  0.4607
C 2.7797 -5.5382 -1.7613  -1.1881
Ge 0.8866 -5.5831 -1.3206  0.5380
C -0.0884 -6.9465 -2.2936  -1.1651
C 0.6063 -5.6562 0.6049  -1.0735
C 0.0880 -3.8264 -1.8645  -1.3508
Se 1.1049 -2.3352 -1.1169  0.1131
C 2.1665 -1.9615 -2.7038  -1.1692
H 3.2347 -6.4892 -1.4832  0.4172
H 3.3017 -4.7550 -1.2089  0.3892
H 2.9427 -5.3953 -2.8301  0.3590
H 0.3101 -7.9303 -2.0459  0.3816
H 0.0091 -6.8051 -3.3700  0.3872
H -1.1470 -6.9362 -2.0343  0.3726
H 1.0764 -6.5451 1.0254  0.4327
H -0.4561 -5.6935 0.8502  0.3435
H 1.0539 -4.7864 1.0909  0.2334
H -0.9295 -3.7746 -1.4823  0.4926
H 0.0554 -3.7042 -2.9489  0.6305
H 2.9090 -2.7533 -2.7578  0.4743
H 2.6477 -0.9954 -2.5799  0.2144
H 1.5484 -1.9759 -3.5996  0.4162
N -2.1016 -0.0793 -3.4231  -0.7171
N -0.9805 -0.6511 -2.7146  -0.8466
H -2.0594 -0.3781 -4.3944  0.3060
H -1.9999 0.9306 -3.3950  0.1799
H -0.1091 -0.4766 -3.2087  0.4266
H -1.1338 -1.6550 -2.7220  0.4090

Values from the calculation:
- total charge = +2
- energy (eV) = -172899.132
- gap between HOMO and LUMO (eV) = 7.59
- relative energy (zero: lowest compared OMol25 entry of this formula, charge and spin) (kJ/mol) = 95.8
- E_LUMO (eV) = -5.8

=====

5.
C20H20F5N3O4ReS3Se3 as an isolated structure in a non-equilibrium geometry, computed with ωB97M-V with the def2-TZVPD basis set.

Last column: natural (NBO) charge in e.
Positions of all 59 atoms, in Å:
Re -0.4176 -0.3457 0.0012  0.5791
C 1.2713 -3.4569 -3.7260  -0.7859
Se 1.8621 -1.6761 -3.2894  0.3057
C 2.7047 -2.1451 -1.5634  -0.5866
C 3.2980 -0.9531 -0.8484  -0.5591
Se 2.0354 0.3974 -0.1512  0.4986
C 2.0334 1.5466 -1.7106  -0.7752
H 0.7323 -3.8590 -2.8734  0.2114
H 2.1344 -4.0749 -3.9656  0.2131
H 0.6041 -3.3731 -4.5767  0.2460
H 3.4930 -2.8758 -1.7626  0.2202
H 1.9255 -2.6122 -0.9585  0.2119
H 3.9752 -0.4059 -1.5103  0.2283
H 3.8555 -1.2997 0.0246  0.2320
H 3.0301 1.9712 -1.8255  0.2219
H 1.3069 2.3341 -1.5232  0.2419
H 1.7445 0.9761 -2.5914  0.2523
O -0.8527 1.2237 1.3685  -0.5531
N -2.1296 1.5466 1.5379  0.0044
C -2.4089 2.7703 2.0203  0.0418
C -3.6938 3.1503 2.2998  -0.2665
C -4.7336 2.2412 2.0783  -0.1593
C -4.4380 1.0022 1.5736  -0.2202
C -3.1155 0.6477 1.2735  0.0177
S -2.7403 -0.8706 0.5914  0.0545
H -1.5465 3.4030 2.1654  0.2278
H -3.8935 4.1360 2.6871  0.2344
H -5.7549 2.5123 2.2875  0.2274
H -5.2046 0.2677 1.3833  0.2414
F 5.8120 0.9170 4.2693  -0.2844
C 4.7975 0.9747 3.3734  0.1897
C 3.7352 -0.1038 3.3977  0.4179
F 3.3085 -0.5607 2.1473  -0.3352
C 3.3509 1.3118 3.7335  0.1998
F 2.9227 1.5683 4.9920  -0.2853
C 2.8276 2.1670 2.6481  -0.3013
Se 1.1802 2.7712 2.4856  0.2866
C 3.8824 2.2800 1.6818  0.2988
F 3.7034 2.8979 0.5049  -0.2844
C 5.0234 1.6796 2.0946  0.3447
F 6.1624 1.6025 1.4147  -0.2655
O -2.5745 -1.6480 -2.2678  -0.9663
S -1.2822 -1.0870 -2.5350  2.2433
O -0.2493 -1.7048 -1.5791  -1.0024
O -0.8149 -1.1723 -3.8913  -0.9549
S -1.2218 0.8383 -1.8704  -0.3047
N -0.5300 -3.6038 0.4492  -0.7824
C -0.1997 -3.0184 1.6170  0.4388
C -0.1411 -3.7976 2.7883  -0.2900
C 0.2594 -3.2312 3.9698  -0.1259
C 0.6121 -1.8820 3.9827  -0.3071
C 0.5086 -1.1701 2.8159  0.0848
N 0.1062 -1.7052 1.6501  -0.5393
H -0.9587 -4.5118 0.4754  0.3996
H -0.6578 -3.0344 -0.3818  0.4427
H -0.4227 -4.8380 2.7237  0.2178
H 0.2964 -3.8177 4.8742  0.2225
H 0.9476 -1.3968 4.8814  0.2279
H 0.7371 -0.1134 2.7948  0.2082

Values from the calculation:
- total charge = 0
- multiplicity = 2
- energy (eV) = -277980.274
- gap between HOMO and LUMO (spin up / spin down) (eV) = 5.04 / 4.17
- relative energy (zero: lowest compared OMol25 entry of this formula, charge and spin) (kJ/mol) = 92.4
- E_LUMO (spin up / spin down) (eV) = -2.0 / -2.8

=====

6.
C37H67AlFN8O3SSb as an isolated structure in a non-equilibrium geometry, computed with ωB97M-V with the def2-TZVPD basis set.

Last column: Mulliken charge in e.
Positions of all 119 atoms, in Å:
Al 0.2245 -1.8781 2.2796  0.1694
N 4.6426 1.7861 4.8420  -0.1157
C 3.7064 0.5828 4.5533  -0.3734
C 2.2533 0.7671 5.0367  -0.9622
C 1.5337 -0.6721 5.0450  0.0908
N 0.3680 -0.7984 4.1204  -0.1950
C 2.6039 -1.7471 4.6555  -1.6061
C 3.2796 -1.4824 3.2991  0.0221
N 2.3108 -2.0210 2.2408  -0.5898
C 3.5951 0.0473 3.1454  -0.7816
H 4.3220 2.2696 5.7243  0.4026
H 4.6528 2.5062 4.0948  0.3906
H 5.5880 1.4596 4.9908  0.4106
H 4.1986 -0.2363 5.1074  0.0892
H 1.7448 1.4988 4.3794  0.3626
H 2.2608 1.1107 6.0895  0.4946
H 1.1839 -0.8092 6.0855  0.4640
H 0.0616 0.1740 3.8660  0.1589
H -0.4388 -1.1850 4.6337  0.4480
H 2.1521 -2.7389 4.5864  0.5460
H 3.4373 -1.7926 5.3820  0.5233
H 4.1740 -2.0780 3.2081  0.4204
H 2.5757 -2.9973 2.1155  0.5223
H 2.5495 -1.6050 1.3479  0.2088
H 2.8225 0.5085 2.4844  0.3193
H 4.5443 0.1894 2.5935  0.5137
F 2.9158 -1.1996 -4.0329  -0.3190
C 1.6680 -0.9897 -3.5472  -0.0770
C 1.3443 -1.2533 -2.2620  -0.6210
C 0.0277 -1.0865 -1.7892  0.7200
C -0.3603 -1.2898 -0.4212  0.8590
O 0.4757 -1.8033 0.4443  -0.6529
C -1.6801 -0.8629 -0.0945  0.1545
C -2.6356 -0.7341 -1.1009  -0.3131
N -2.3071 -0.6596 -2.4119  0.7859
C -3.3081 -0.5953 -3.4777  -0.1519
C -4.7125 -0.1322 -3.1240  -1.0109
C -3.7782 0.7517 -3.9003  -0.5033
C -0.9232 -0.6087 -2.7771  -0.1998
C -0.5386 -0.1850 -4.0589  -0.6138
C 0.7318 -0.4533 -4.5114  -0.8823
N 0.9528 -0.3125 -5.8900  0.3469
C 0.1386 -1.0615 -6.8540  -0.5536
C -0.2940 -0.1598 -8.0513  -0.7145
N 0.8980 0.7022 -8.5726  -0.1658
C 1.6315 1.4907 -7.5138  -0.9104
C 2.0079 0.5713 -6.3740  -0.5194
C -2.1928 -0.6390 1.3200  0.2646
O -3.2183 -0.0722 1.5935  -0.6327
O -1.3542 -1.0493 2.2855  -0.3052
H 2.1166 -1.6510 -1.5675  0.4148
H -3.6882 -0.6864 -0.8720  0.6328
H -3.2472 -1.3261 -4.3020  0.4674
H -4.8764 0.1690 -2.0961  0.2699
H -5.5078 -0.6680 -3.6944  0.3191
H -3.4210 1.6488 -3.4221  0.2254
H -3.9454 0.8470 -4.9425  0.3640
H -1.2291 0.4111 -4.6239  0.8712
H -0.7165 -1.4531 -6.3018  0.4638
H 0.7369 -1.9081 -7.1960  0.3016
H -1.0653 0.5354 -7.7331  0.3673
H -0.6079 -0.7755 -8.8893  0.4081
H 0.5462 1.3009 -9.3198  0.3595
H 1.5570 0.0917 -9.0654  0.4155
H 0.9828 2.3217 -7.2175  0.3258
H 2.5265 1.9294 -7.9235  0.4489
H 2.3488 1.1819 -5.5466  0.4040
H 2.8806 -0.0738 -6.6747  0.3932
C 0.0645 6.6664 2.0726  -1.0714
C -0.5601 5.6760 3.0571  0.0192
C 0.3434 5.2809 4.2236  -1.3863
Sb -0.8950 3.7786 1.8561  0.4247
C -3.0818 3.8096 1.2013  -0.1758
C -3.4970 5.2580 0.9324  -1.3077
C -3.3161 2.8767 0.0403  -0.6750
C 0.2885 3.8905 -0.1103  0.7811
C -0.1304 5.0196 -1.0181  -1.2098
C 1.7664 3.8082 0.1717  -1.1258
H 0.2795 7.6623 2.4917  0.4647
H -0.6400 6.9050 1.2411  0.2455
H 0.9678 6.2904 1.5931  0.1456
H -1.6241 5.9341 3.3118  0.4188
H 1.3857 5.2040 3.8719  0.2485
H -0.0263 4.4300 4.7474  0.4053
H 0.2921 6.1051 4.9422  0.4407
H -3.5634 3.4430 2.1237  0.4730
H -3.0070 5.6933 0.0602  0.1966
H -3.3406 5.9355 1.7871  0.3154
H -4.5521 5.2340 0.6925  0.4821
H -2.6164 3.0857 -0.7997  0.1097
H -4.3251 3.0443 -0.3532  0.5674
H -3.1684 1.8656 0.3644  -0.0533
H -0.0752 2.8874 -0.4806  -0.2546
H 0.3597 5.9843 -0.6650  0.2343
H -1.1929 5.2932 -1.0469  0.1992
H 0.1776 4.8042 -2.0496  0.4015
H 2.1695 4.7959 0.4573  0.3154
H 2.2907 3.4900 -0.7421  0.4247
H 2.0047 3.1354 1.0108  0.0173
C -1.6613 -7.1452 4.5651  -0.9894
C -0.4204 -7.1583 3.7036  -0.7063
N -0.5607 -6.6249 2.3713  -0.1036
C -0.6076 -5.3115 2.0021  0.7824
S -0.2252 -4.0778 3.1344  -0.3144
N -0.8082 -5.0175 0.7185  -0.0434
C -1.0379 -5.9376 -0.3905  -0.8145
C 0.2032 -6.7658 -0.7317  -0.9413
H -1.4099 -7.3875 5.6070  0.3413
H -2.3436 -7.9032 4.2006  0.3724
H -2.1874 -6.1825 4.5540  0.2663
H -0.0673 -8.1771 3.5766  0.4164
H 0.4107 -6.5800 4.1477  0.3828
H -0.8861 -7.2845 1.6744  0.2498
H -0.6363 -4.0506 0.4513  -0.1182
H -1.4013 -5.2686 -1.2224  0.3799
H -1.9344 -6.5658 -0.2036  0.3943
H 1.0787 -6.1403 -0.7862  0.2774
H 0.0487 -7.2494 -1.7183  0.3740
H 0.4411 -7.5810 -0.0362  0.3537

Values from the calculation:
- total charge = +4
- energy (eV) = -84175.599
- gap between HOMO and LUMO (eV) = 5.01
- relative energy (zero: lowest compared OMol25 entry of this formula, charge and spin) (kJ/mol) = 0.0
- E_LUMO (eV) = -9.5

=====

Q: The highest total charge belongs to which entry?
A: C37H67AlFN8O3SSb

=====

Q: Which of these has the highest relative energy (zero: lowest compared OMol25 entry of this formula, charge and spin)?
A: C6H8N2

=====

Q: Among the records above, which one has the highest energy?
A: C6H8N2

=====

Q: Which value of energy does entry 1 give?
A: -26398.075 eV